Molecular formula: C10H24BaBr3NO6P
Method: DFT, wB97M-V/def2-TZVPD

total charge	+1
multiplicity	1
lowest unoccupied orbital energy	-3.44	eV
Kohn-Sham gap	8.51	eV
HOMO level	-11.949	eV
ΔE to the lowest compared entry with this formula, charge and spin	0.798	eV

Last column: Löwdin charge in e.
Positions of all 46 atoms, in Å:
1 Ba 1.477 1.688 -1.909  1.904
2 O 2.174 1.310 0.466  -0.684
3 H 2.427 0.769 1.210  -0.109
4 C 0.915 4.198 0.837  -0.352
5 O 0.370 3.912 -0.230  -0.146
6 N 0.440 5.061 1.740  -0.159
7 C 1.069 5.208 3.041  -0.138
8 C -0.917 5.575 1.633  -0.023
9 H 1.873 3.770 1.161  0.113
10 H 0.404 4.829 3.821  -0.018
11 H 1.300 6.243 3.290  0.100
12 H 1.976 4.606 3.095  -0.043
13 H -1.563 5.163 2.409  0.091
14 H -0.945 6.662 1.715  0.098
15 H -1.305 5.301 0.655  0.084
16 C 1.278 1.766 3.595  -1.481
17 Br 1.384 -0.144 4.086  0.635
18 Br 2.934 2.725 3.970  0.683
19 Br -0.236 2.633 4.495  0.656
20 H 1.147 1.816 2.520  -0.069
21 C -2.513 -2.255 -4.966  -0.060
22 C -1.923 -1.638 -3.696  -0.269
23 O -0.899 -2.445 -3.152  -0.153
24 P -0.018 -2.089 -1.894  0.407
25 O 0.825 -0.878 -2.058  -0.467
26 O -1.053 -1.995 -0.694  -0.174
27 C -0.874 -1.164 0.456  -0.224
28 C -0.128 -2.020 1.515  -0.076
29 O 0.811 -3.422 -1.685  -0.149
30 C 0.051 -4.642 -1.507  -0.249
31 C 1.022 -5.758 -1.172  -0.056
32 H -3.556 -1.973 -5.083  0.084
33 H -1.861 -2.194 -5.835  0.081
34 H -2.556 -3.345 -4.848  0.081
35 H -1.564 -0.667 -4.056  0.112
36 H -2.732 -1.405 -3.003  0.123
37 H -0.173 -0.342 0.280  0.077
38 H -1.837 -0.743 0.735  0.126
39 H -0.243 -1.564 2.498  0.003
40 H -0.584 -3.001 1.657  0.081
41 H 0.906 -2.108 1.189  0.083
42 H -0.681 -4.525 -0.706  0.113
43 H -0.569 -4.825 -2.387  0.116
44 H 1.942 -5.754 -1.760  0.083
45 H 1.372 -5.571 -0.155  0.080
46 H 0.631 -6.768 -1.274  0.085

***

Molecular formula: CH3Cl2FN2OS2
Method: DFT, wB97M-V/def2-TZVPD

multiplicity	1
lowest unoccupied orbital energy	-0.77	eV
Kohn-Sham gap	8.88	eV
HOMO level	-9.644	eV
ΔE to the lowest compared entry with this formula, charge and spin	6.200	eV

Last column: Löwdin charge in e.
Positions of all 12 atoms, in Å:
1 C -0.346 0.515 -0.248  0.003
2 N -1.071 -0.475 -1.178  -0.346
3 N -0.410 -2.968 -0.362  -1.142
4 O 1.385 -1.441 -2.035  -0.500
5 F -2.279 -0.853 -0.599  -0.097
6 S -1.085 -2.269 -3.393  0.364
7 S -0.324 -1.829 -1.749  0.301
8 Cl 0.972 -3.922 -0.353  0.628
9 Cl -1.924 -3.795 -0.592  0.563
10 H -0.470 0.325 0.790  0.084
11 H 0.611 0.571 -0.586  0.032
12 H -0.724 1.470 -0.680  0.109

***

Molecular formula: C36H39Cl2CoN5S
Method: DFT, wB97M-V/def2-TZVPD

total charge	+1
multiplicity	1
lowest unoccupied orbital energy (alpha / beta)	-3.87 / -3.40	eV
Kohn-Sham gap (alpha / beta)	6.44 / 6.99	eV
HOMO level (alpha / beta)	-10.308 / -10.388	eV

Last column: Löwdin charge in e.
Positions of all 84 atoms, in Å:
1 Co 0.204 -0.919 -0.190  0.267
2 Cl 2.695 -0.489 -0.006  0.911
3 C 2.984 -0.469 1.721  -0.585
4 C 4.226 -0.055 2.161  -0.096
5 C 4.464 -0.012 3.525  -0.066
6 C 3.462 -0.378 4.409  -0.096
7 C 2.228 -0.786 3.933  -0.680
8 Cl 1.006 -1.229 5.074  0.698
9 C 1.942 -0.846 2.562  -0.657
10 S 0.376 -1.391 2.010  0.798
11 H 4.986 0.234 1.448  0.112
12 H 5.426 0.311 3.898  0.114
13 H 3.626 -0.346 5.477  0.112
14 N -2.415 0.022 -1.812  0.168
15 C -2.676 -1.025 -0.986  -0.367
16 C -3.973 -1.576 -0.962  0.000
17 C -4.249 -2.645 -0.156  -0.033
18 C -3.219 -3.183 0.622  -0.038
19 C -1.983 -2.611 0.538  -0.158
20 N -1.685 -1.540 -0.237  0.040
21 H -3.211 0.453 -2.253  0.116
22 H -1.670 0.648 -1.517  0.061
23 H -4.736 -1.122 -1.578  0.121
24 H -5.247 -3.061 -0.122  0.120
25 H -3.370 -4.035 1.267  0.115
26 H -1.156 -3.036 1.091  0.056
27 C 1.803 -0.927 -4.197  -0.028
28 C 1.727 0.213 -3.224  -0.265
29 C 2.600 1.281 -3.279  0.000
30 C 2.515 2.354 -2.371  -0.246
31 C 3.460 3.518 -2.487  -0.033
32 C 1.578 2.331 -1.361  -0.008
33 C 0.681 1.251 -1.255  -0.349
34 C 0.729 0.240 -2.243  -0.083
35 N -0.160 0.940 -0.220  -0.025
36 C -0.703 1.918 0.734  -0.422
37 C -1.894 1.300 1.482  -0.098
38 C -2.486 2.308 2.479  -0.273
39 C -1.420 2.737 3.492  -0.106
40 C -0.245 3.372 2.744  -0.277
41 C -0.723 4.586 1.949  -0.111
42 C -1.815 4.165 0.964  -0.279
43 C -2.986 3.541 1.724  -0.115
44 C -1.248 3.141 -0.024  -0.075
45 C 0.342 2.334 1.787  -0.071
46 H 2.321 -0.637 -5.110  0.084
47 H 0.807 -1.282 -4.465  0.080
48 H 2.345 -1.769 -3.760  0.086
49 H 3.351 1.314 -4.059  0.122
50 H 4.243 3.325 -3.218  0.079
51 H 3.934 3.736 -1.529  0.086
52 H 2.924 4.416 -2.798  0.091
53 H 1.575 3.127 -0.628  0.109
54 H -0.069 -0.500 -2.303  0.082
55 H -1.573 0.404 2.011  0.073
56 H -2.668 1.011 0.763  0.113
57 H -3.319 1.826 2.997  0.143
58 H -1.077 1.875 4.074  0.121
59 H -1.850 3.456 4.196  0.124
60 H 0.527 3.681 3.453  0.143
61 H 0.117 5.032 1.407  0.123
62 H -1.109 5.354 2.625  0.124
63 H -2.155 5.040 0.405  0.143
64 H -3.781 3.261 1.025  0.120
65 H -3.412 4.265 2.424  0.124
66 H -0.488 3.610 -0.652  0.111
67 H -2.049 2.801 -0.692  0.122
68 H 0.613 1.441 2.347  0.096
69 H 1.258 2.709 1.318  0.116
70 N 1.468 -4.825 -0.445  0.159
71 C 1.609 -3.513 -0.193  -0.159
72 N 0.753 -2.774 -0.863  0.032
73 C -0.009 -3.674 -1.611  -0.219
74 C -1.007 -3.446 -2.558  -0.017
75 C -1.566 -4.548 -3.171  -0.061
76 C -1.138 -5.852 -2.873  -0.068
77 C -0.125 -6.088 -1.968  0.000
78 C 0.430 -4.972 -1.353  -0.178
79 H 2.034 -5.556 -0.048  0.173
80 H 2.344 -3.137 0.498  0.113
81 H -1.325 -2.443 -2.812  0.100
82 H -2.345 -4.407 -3.908  0.111
83 H -1.603 -6.687 -3.378  0.111
84 H 0.224 -7.090 -1.758  0.118

***

Molecular formula: C2H3BrN2S
Method: DFT, wB97M-V/def2-TZVPD

multiplicity	1
lowest unoccupied orbital energy	0.24	eV
Kohn-Sham gap	8.85	eV
SMILES string	Br[C@@H]1N=CSN1
HOMO level	-8.609	eV
ΔE to the lowest compared entry with this formula, charge and spin	1.232	eV

Last column: Löwdin charge in e.
Positions of all 9 atoms, in Å:
1 Br 1.719 2.051 -0.223  0.293
2 C 0.727 0.108 -0.010  -0.768
3 N 0.026 0.054 -1.219  -0.056
4 C -1.215 0.249 -1.029  -0.438
5 S -1.684 0.389 0.684  0.926
6 N -0.077 -0.023 1.058  -0.353
7 H 1.802 -0.603 0.171  0.180
8 H -2.156 0.336 -1.727  0.121
9 H 0.285 -0.195 1.962  0.095

***

Molecular formula: C43H68AsFeN5OPS2
Method: DFT, wB97M-V/def2-TZVPD

total charge	-1
⟨S²⟩	6.0158
multiplicity	5
lowest unoccupied orbital energy (alpha / beta)	2.43 / 2.43	eV
Kohn-Sham gap (alpha / beta)	6.24 / 6.38	eV
HOMO level (alpha / beta)	-3.816 / -3.958	eV

Last column: Mulliken spin population.
Positions of all 122 atoms, in Å:
1 Fe -0.048 0.267 -0.034  3.503
2 C 4.095 -1.366 -0.693  0.004
3 C 2.759 -0.705 -0.955  -0.023
4 N 1.974 -0.438 0.047  0.044
5 N 2.452 -0.726 1.297  0.021
6 C 1.602 -0.706 2.275  -0.007
7 S -0.111 -0.507 2.146  0.053
8 S 2.270 -0.869 3.903  0.002
9 C 3.573 -2.151 3.597  0.000
10 C 2.996 -3.521 3.701  -0.003
11 C 2.984 -4.207 4.914  0.000
12 C 2.413 -5.465 5.011  0.000
13 C 1.843 -6.061 3.894  0.000
14 C 1.828 -5.375 2.687  -0.001
15 C 2.397 -4.116 2.592  0.003
16 C 2.405 -0.405 -2.336  0.006
17 C 3.399 -0.568 -3.320  0.003
18 C 3.178 -0.362 -4.666  0.003
19 C 1.907 0.013 -5.096  0.004
20 C 0.903 0.189 -4.172  0.003
21 C 1.103 0.022 -2.778  0.030
22 O 0.102 0.255 -2.009  -0.006
23 H 4.130 -1.711 0.334  0.000
24 H 4.907 -0.651 -0.841  0.000
25 H 4.253 -2.211 -1.364  0.001
26 H 4.342 -1.961 4.344  0.000
27 H 3.947 -1.924 2.602  -0.002
28 H 3.419 -3.736 5.788  0.000
29 H 2.414 -5.987 5.960  0.000
30 H 1.410 -7.050 3.965  0.000
31 H 1.371 -5.834 1.818  0.000
32 H 2.377 -3.566 1.657  0.000
33 H 4.398 -0.852 -3.019  0.000
34 H 3.992 -0.490 -5.368  0.000
35 H 1.714 0.176 -6.150  0.000
36 H -0.085 0.505 -4.486  0.000
37 C 0.438 5.841 2.079  -0.001
38 C -0.002 4.383 1.943  0.008
39 C 0.922 3.455 2.747  0.013
40 C -1.401 4.226 2.548  -0.001
41 P -0.088 3.677 0.156  0.015
42 N -0.226 2.155 0.188  0.197
43 C 1.496 4.266 -0.775  0.014
44 C 1.558 5.735 -1.194  -0.002
45 C 2.676 3.942 0.148  0.001
46 C 1.649 3.356 -2.000  0.015
47 C -1.605 4.467 -0.731  0.015
48 C -2.856 3.729 -0.239  -0.003
49 C -1.798 5.976 -0.593  -0.001
50 C -1.443 4.093 -2.211  -0.002
51 H 0.354 6.144 3.129  -0.001
52 H -0.187 6.512 1.488  0.000
53 H 1.475 5.988 1.778  0.000
54 H 0.659 3.493 3.808  0.000
55 H 1.972 3.724 2.658  0.001
56 H 0.791 2.425 2.406  -0.010
57 H -1.348 4.379 3.630  0.000
58 H -1.775 3.216 2.364  0.000
59 H -2.105 4.956 2.149  0.000
60 H 1.382 6.414 -0.358  0.000
61 H 0.838 5.961 -1.981  0.001
62 H 2.555 5.947 -1.594  -0.001
63 H 2.752 4.634 0.985  0.000
64 H 3.611 4.008 -0.418  0.000
65 H 2.581 2.922 0.527  -0.002
66 H 1.078 3.700 -2.860  0.000
67 H 1.318 2.351 -1.743  0.009
68 H 2.700 3.303 -2.302  0.000
69 H -3.246 4.130 0.694  0.001
70 H -2.610 2.675 -0.095  0.001
71 H -3.651 3.810 -0.989  0.000
72 H -2.045 6.260 0.431  0.001
73 H -2.632 6.290 -1.232  -0.001
74 H -0.914 6.534 -0.900  0.000
75 H -1.173 3.037 -2.297  0.007
76 H -0.685 4.698 -2.706  0.000
77 H -2.390 4.256 -2.737  0.000
78 C 2.087 -5.046 -0.388  -0.001
79 C 0.567 -5.116 -0.241  0.003
80 N -0.130 -4.588 -1.402  0.000
81 C -0.564 -5.531 -2.421  0.000
82 C 0.404 -5.736 -3.589  0.000
83 C -0.319 -3.224 -1.516  0.011
84 C -0.746 -2.682 -2.855  -0.001
85 N -0.132 -2.377 -0.575  0.008
86 H 2.583 -5.408 0.516  0.000
87 H 2.388 -4.010 -0.557  0.001
88 H 2.423 -5.650 -1.231  0.000
89 H 0.264 -4.554 0.645  -0.002
90 H 0.244 -6.148 -0.087  0.000
91 H -1.535 -5.220 -2.806  0.000
92 H -0.720 -6.491 -1.925  0.000
93 H 0.660 -4.789 -4.059  0.000
94 H -0.070 -6.371 -4.341  0.000
95 H 1.325 -6.221 -3.264  0.000
96 H -1.542 -3.254 -3.327  0.000
97 H 0.116 -2.670 -3.524  0.000
98 H -1.052 -1.651 -2.705  0.003
99 H 0.210 -2.751 0.305  0.008
100 C -4.926 0.534 0.640  0.016
101 As -3.138 0.005 -0.049  0.042
102 C -3.619 0.282 -1.937  -0.002
103 C -3.450 -1.948 0.199  0.005
104 C -4.615 -2.623 -0.441  -0.003
105 C -5.678 -3.102 0.327  0.001
106 C -6.700 -3.849 -0.241  0.000
107 C -6.702 -4.108 -1.603  0.000
108 C -5.675 -3.604 -2.389  0.000
109 C -4.645 -2.877 -1.813  0.001
110 H -5.709 -0.028 0.127  0.000
111 H -5.084 1.600 0.481  -0.001
112 H -4.981 0.329 1.709  0.000
113 H -4.518 -0.271 -2.210  -0.001
114 H -2.786 -0.003 -2.579  0.003
115 H -3.803 1.347 -2.081  0.001
116 H -3.495 -2.068 1.284  -0.003
117 H -2.522 -2.405 -0.133  0.002
118 H -5.684 -2.912 1.394  0.000
119 H -7.487 -4.248 0.387  0.000
120 H -7.489 -4.706 -2.046  0.000
121 H -5.670 -3.797 -3.456  0.000
122 H -3.835 -2.514 -2.433  0.001

***

Molecular formula: C3H10NO2
Method: DFT, wB97M-V/def2-TZVPD

total charge	-1
multiplicity	1
lowest unoccupied orbital energy	4.21	eV
Kohn-Sham gap	7.79	eV
HOMO level	-3.573	eV
ΔE to the lowest compared entry with this formula, charge and spin	0.552	eV

Last column: Löwdin charge in e.
Positions of all 16 atoms, in Å:
1 C -0.618 -0.163 -1.351  -0.344
2 N -1.394 0.509 -0.330  -0.091
3 C -0.533 1.120 0.765  -0.459
4 O -0.291 0.328 1.832  -0.286
5 C 0.140 -1.471 -0.964  -0.095
6 H -1.266 -0.238 -2.242  0.085
7 H 0.203 0.541 -1.577  0.089
8 H -2.114 -0.074 0.087  0.082
9 H -1.077 2.044 1.078  0.085
10 H 0.411 1.365 0.251  0.085
11 H -0.612 -2.169 -0.588  0.059
12 H 0.726 -1.128 -0.113  0.051
13 H 0.667 -1.794 -1.862  0.053
14 H 2.479 0.444 1.078  -0.067
15 H 1.084 0.334 1.971  -0.022
16 O 2.197 0.353 1.966  -0.227

***

Molecular formula: C4H5N4O3S2
Method: DFT, wB97M-V/def2-TZVPD

total charge	-1
multiplicity	1
lowest unoccupied orbital energy (alpha / beta)	2.18 / 1.77	eV
Kohn-Sham gap (alpha / beta)	6.83 / 5.58	eV
HOMO level (alpha / beta)	-4.645 / -3.808	eV
ΔE to the lowest compared entry with this formula, charge and spin	0.763	eV

Last column: Löwdin charge in e.
Positions of all 18 atoms, in Å:
1 C 0.140 -2.467 1.622  -0.873
2 C -0.295 -0.723 0.104  -0.471
3 C -0.177 2.685 -0.530  -0.184
4 C 1.054 2.053 -1.042  -0.653
5 N 1.143 -1.722 1.396  -0.044
6 N 0.852 -0.676 0.608  -0.125
7 N 0.130 -3.500 2.569  0.017
8 N 0.830 1.115 -1.951  0.151
9 O -2.885 2.472 -0.215  -0.385
10 O 2.197 2.494 -0.813  -0.026
11 O -1.809 1.825 -2.331  -0.403
12 S -1.266 -2.137 0.753  0.888
13 S -1.675 1.978 -0.875  0.754
14 H -0.178 2.927 0.535  0.078
15 H 0.997 -4.073 2.484  0.091
16 H -0.695 -4.074 2.332  0.053
17 H -0.044 1.092 -2.371  0.022
18 H 1.680 0.730 -2.275  0.109

***

E_tot
In order: -8990.45743; -2040.97399; -4370.24205; -3159.66109; -6665.61160; -325.53440; -1396.45890
Unit: Eh